# 1
# C43H37F9NO2PPdS2

A molecular structure, C43H37F9NO2PPdS2 in a non-equilibrium geometry (the ωB97M-V functional and the def2-TZVPD basis, the OMol25 dataset).

```
! RIJCOSX wB97M-V def2-TZVPD def2/J DEFGRID3
* xyz 2 1
Pd 0.074 0.013 0.632
O 0.835 0.322 2.757
S 2.142 0.565 3.448
C 3.383 -0.505 2.564
C 2.902 -1.949 2.505
C 2.183 -2.308 1.200
C 3.097 -2.367 -0.015
S 2.915 -0.962 -1.273
O 1.942 0.025 -0.681
C 4.516 -0.178 -0.960
C 4.560 1.069 -0.362
C 5.792 1.641 -0.088
C 6.955 0.974 -0.438
C 6.896 -0.254 -1.082
C 5.670 -0.839 -1.349
C 2.727 2.152 2.803
C 1.830 2.949 2.113
C 2.235 4.191 1.655
C 3.527 4.627 1.900
C 4.410 3.831 2.615
C 4.012 2.590 3.081
H 4.295 -0.412 3.148
H 3.551 -0.086 1.573
H 2.222 -2.141 3.337
H 3.749 -2.627 2.633
H 1.361 -1.565 1.010
H 1.713 -3.284 1.338
H 2.878 -3.242 -0.623
H 4.144 -2.405 0.276
H 3.636 1.579 -0.117
H 5.834 2.607 0.390
H 7.911 1.422 -0.223
H 7.806 -0.753 -1.375
H 5.609 -1.796 -1.845
H 0.815 2.599 1.967
H 1.532 4.826 1.138
H 3.839 5.600 1.557
H 5.405 4.185 2.828
H 4.689 1.986 3.665
F -3.848 -7.550 -1.140
C -2.869 -7.164 -1.969
F -3.363 -7.223 -3.212
F -1.887 -8.059 -1.879
C -2.421 -5.759 -1.642
C -1.099 -5.443 -1.371
C -0.761 -4.136 -1.046
C -1.747 -3.159 -1.010
C -3.070 -3.481 -1.309
C -3.408 -4.779 -1.625
P -1.460 -1.410 -0.554
C -2.563 -1.237 0.910
C -1.904 -1.479 2.126
C -2.568 -1.330 3.327
C -3.911 -0.970 3.324
C -4.588 -0.776 2.127
C -3.910 -0.898 0.922
C -4.587 -0.769 4.664
F -5.910 -0.674 4.577
F -4.140 0.368 5.232
F -4.301 -1.763 5.509
C -2.117 -0.519 -1.993
C -2.706 0.736 -1.837
C -2.906 1.547 -2.937
C -2.502 1.114 -4.196
C -1.981 -0.161 -4.374
C -1.785 -0.971 -3.272
C -2.579 2.094 -5.344
F -3.830 2.482 -5.601
F -2.054 1.617 -6.469
F -1.889 3.210 -5.025
H -0.343 -6.212 -1.410
H 0.269 -3.881 -0.835
H -3.830 -2.715 -1.302
H -4.428 -5.042 -1.856
H -0.875 -1.840 2.132
H -2.058 -1.497 4.263
H -5.640 -0.532 2.136
H -4.446 -0.724 0.002
H -3.004 1.068 -0.851
H -3.343 2.528 -2.824
H -1.716 -0.500 -5.365
H -1.353 -1.952 -3.404
C -2.513 5.635 -1.335
C -1.927 4.413 -0.727
C -0.813 3.788 -1.289
C -0.309 2.638 -0.717
N -0.850 2.083 0.371
C -1.904 2.672 0.939
C -2.459 3.830 0.429
H -1.972 5.934 -2.229
H -2.500 6.457 -0.621
H -3.556 5.474 -1.604
H -0.333 4.194 -2.164
H 0.577 2.151 -1.120
H -2.302 2.210 1.836
H -3.299 4.279 0.935
*
```

* E_HOMO (spin up / spin down): -14.179 / -14.178 eV

Results of the Mulliken charge analysis, in e, for atoms 1 through 8:
1. Pd -0.0894
2. O -0.3306
3. S -0.0266
4. C 0.1677
5. C -1.9163
6. C 2.6272
7. C -1.3681
8. S 0.0341

---

# 2
# C43H38BF4Ge2InN6

A molecular structure, C43H38BF4Ge2InN6 in a non-equilibrium geometry (the ωB97M-V functional and the def2-TZVPD basis, the OMol25 dataset).

```
! RIJCOSX wB97M-V def2-TZVPD def2/J DEFGRID3
* xyz 1 2
In 0.604 1.223 -1.317
C 0.992 1.113 -6.242
C 1.278 1.680 -4.986
N 0.371 1.918 -4.068
C -0.914 1.579 -4.334
C -1.292 0.942 -5.529
C -0.291 0.730 -6.503
C -2.632 0.516 -5.706
C -3.553 0.714 -4.715
C -3.203 1.399 -3.540
C -1.915 1.875 -3.338
N -1.458 2.534 -2.229
C -2.212 3.336 -1.453
C -3.444 3.902 -1.810
C -4.107 4.803 -0.970
C -3.554 5.192 0.220
C -2.279 4.703 0.610
C -1.621 5.150 1.775
C -0.376 4.673 2.072
C 0.195 3.720 1.211
N -0.391 3.289 0.118
C -1.607 3.777 -0.207
H 1.784 0.971 -6.963
H 2.301 1.938 -4.729
H -0.557 0.264 -7.444
H -2.907 0.015 -6.626
H -4.566 0.353 -4.835
H -3.941 1.511 -2.758
H -3.857 3.698 -2.786
H -5.055 5.217 -1.286
H -4.061 5.904 0.859
H -2.111 5.872 2.417
H 0.163 5.001 2.948
H 1.168 3.295 1.434
F 3.122 -0.463 -0.472
B 2.594 -0.797 0.751
F 3.493 -1.499 1.541
F 1.366 -1.435 0.658
F 2.328 0.465 1.512
C 3.805 3.036 2.962
Ge 4.117 1.383 3.938
C 4.226 1.708 5.858
C 5.632 0.369 3.257
Ge 2.089 0.075 3.566
C 0.338 0.887 3.500
C -0.588 0.598 2.495
C -1.879 1.098 2.576
C -2.262 1.879 3.658
C -1.349 2.177 4.657
C -0.051 1.688 4.574
C 1.946 -1.780 3.981
C 0.752 -2.480 3.803
C 0.696 -3.836 4.084
C 1.824 -4.494 4.553
C 3.013 -3.804 4.746
C 3.075 -2.453 4.453
H 4.689 3.670 3.038
H 2.954 3.577 3.378
H 3.620 2.819 1.911
H 5.185 2.172 6.091
H 4.150 0.781 6.425
H 3.433 2.383 6.181
H 6.413 0.325 4.015
H 6.025 0.863 2.369
H 5.345 -0.641 2.972
H -0.297 -0.019 1.653
H -2.595 0.867 1.796
H -3.276 2.254 3.723
H -1.642 2.791 5.499
H 0.651 1.925 5.368
H -0.134 -1.969 3.447
H -0.229 -4.379 3.942
H 1.776 -5.554 4.769
H 3.889 -4.321 5.115
H 4.011 -1.922 4.588
N -4.100 -9.034 -3.791
C -3.530 -8.043 -3.686
C -2.818 -6.799 -3.552
C -3.134 -5.928 -2.513
C -2.442 -4.739 -2.375
C -1.447 -4.413 -3.288
C -1.130 -5.276 -4.328
C -1.811 -6.473 -4.456
N -0.747 -3.186 -3.157
C 0.584 -2.958 -3.441
C 0.807 -1.652 -3.144
N -0.355 -1.061 -2.696
C -1.255 -2.010 -2.706
H -3.909 -6.193 -1.808
H -2.658 -4.079 -1.546
H -0.366 -5.009 -5.045
H -1.574 -7.152 -5.263
H 1.239 -3.739 -3.781
H 1.737 -1.111 -3.197
H -2.295 -1.895 -2.445
*
```

* E_HOMO (spin up / spin down): -10.096 / -10.402 eV
* expectation value of S²: 0.818

Results of the Mulliken charge analysis, in e, for atoms 1 through 8:
1. In 1.1175
2. C -0.5348
3. C -0.5177
4. N -0.5012
5. C 0.4031
6. C 1.4289
7. C -0.8196
8. C -0.8490

---

# 3
# C43H38N2O3

2 unconnected molecules or ions with the total composition C43H38N2O3 in a non-equilibrium geometry (the ωB97M-V functional and the def2-TZVPD basis, the OMol25 dataset).

```
! RIJCOSX wB97M-V def2-TZVPD def2/J DEFGRID3
* xyz 0 1
C -6.688 3.751 -0.753
O -5.443 4.487 -0.755
C -4.283 3.787 -0.662
C -3.087 4.545 -0.633
C -1.874 3.910 -0.590
C -1.788 2.491 -0.683
C -0.516 1.819 -0.750
C -0.213 0.858 -1.738
C 1.115 0.331 -1.821
C 1.576 -0.361 -2.915
C 2.944 -0.899 -2.943
C 3.651 -1.128 -1.729
C 4.937 -1.674 -1.741
C 5.561 -1.997 -2.955
C 4.890 -1.750 -4.157
C 3.605 -1.214 -4.145
C 0.647 -0.565 -4.067
O 1.071 -0.900 -5.191
C -0.798 -0.300 -3.834
C -1.829 -0.775 -4.770
C -3.176 -0.914 -4.330
C -4.172 -1.363 -5.198
C -3.867 -1.657 -6.534
C -2.549 -1.514 -6.986
C -1.549 -1.090 -6.114
C -1.153 0.457 -2.741
C -2.997 1.746 -0.629
C -4.227 2.373 -0.613
H -7.442 4.536 -0.788
H -6.758 3.106 -1.641
H -6.803 3.151 0.163
H -3.181 5.628 -0.639
H -0.956 4.496 -0.549
H 0.333 2.216 -0.182
H 1.792 0.552 -0.993
H 3.170 -0.910 -0.769
H 5.456 -1.850 -0.796
H 6.561 -2.429 -2.961
H 5.358 -1.979 -5.113
H 3.086 -1.065 -5.087
H -3.443 -0.695 -3.290
H -5.195 -1.477 -4.833
H -4.650 -1.989 -7.214
H -2.291 -1.730 -8.021
H -0.525 -1.009 -6.468
H -2.180 0.821 -2.670
H -2.943 0.656 -0.596
H -5.146 1.785 -0.564
C -0.975 2.165 2.609
O 0.273 1.568 2.990
C 0.354 0.256 3.223
C 1.629 -0.207 3.575
N 2.026 -1.505 3.773
C 1.190 -2.662 4.004
C 3.417 -1.572 3.777
C 4.280 -2.664 3.856
C 5.654 -2.389 3.764
C 6.129 -1.069 3.657
C 5.244 0.020 3.641
C 3.883 -0.274 3.669
N 2.773 0.557 3.602
C 2.833 1.994 3.675
C -0.841 -0.593 3.287
C -1.171 -1.448 2.214
C -2.287 -2.277 2.339
C -3.096 -2.224 3.481
C -2.779 -1.346 4.521
C -1.664 -0.520 4.429
H -0.916 3.201 2.934
H -1.045 2.111 1.522
H -1.831 1.648 3.060
H 1.850 -3.448 4.385
H 0.409 -2.447 4.746
H 0.721 -3.010 3.075
H 3.898 -3.677 3.983
H 6.379 -3.204 3.787
H 7.206 -0.902 3.598
H 5.585 1.053 3.608
H 3.875 2.254 3.884
H 2.523 2.450 2.728
H 2.202 2.360 4.495
H -0.514 -1.463 1.335
H -2.519 -2.978 1.535
H -3.961 -2.884 3.570
H -3.391 -1.306 5.421
H -1.377 0.166 5.232
*
```

* E_HOMO: -5.863 eV

Results of the Mulliken charge analysis, in e, for atoms 1 through 8:
1. C -0.7950
2. O -0.4625
3. C 0.9070
4. C -0.7516
5. C -0.5600
6. C 0.0593
7. C -0.5124
8. C 0.3872

---

# 4
# C43H39AsCoN2O3P2

A molecular structure, C43H39AsCoN2O3P2 (the ωB97M-V functional and the def2-TZVPD basis, the OMol25 dataset).

```
! RIJCOSX wB97M-V def2-TZVPD def2/J DEFGRID3
* xyz 0 2
Co 0.348 0.381 -0.353
O -3.380 0.403 1.265
C -2.295 0.946 1.178
O -1.222 0.403 0.703
C -2.069 2.329 1.787
P -0.341 2.495 2.400
C -0.466 4.135 3.219
C -0.791 4.143 4.575
C -0.953 5.337 5.262
C -0.774 6.545 4.602
C -0.436 6.550 3.257
C -0.287 5.355 2.568
C 0.602 2.959 0.894
C 0.034 3.312 -0.333
C 0.828 3.769 -1.378
C 2.201 3.863 -1.222
C 2.781 3.490 -0.018
C 1.990 3.040 1.026
H -2.753 2.480 2.622
H -2.307 3.102 1.049
H -0.915 3.202 5.099
H -1.210 5.325 6.313
H -0.891 7.479 5.138
H -0.289 7.490 2.738
H -0.021 5.376 1.518
H -1.040 3.269 -0.468
H 0.370 4.047 -2.320
H 2.821 4.203 -2.042
H 3.856 3.539 0.102
H 2.451 2.752 1.964
O 4.161 0.317 -2.135
C 3.089 0.462 -1.637
N 2.010 0.621 -1.178
C 0.835 -1.079 3.750
C 0.979 -0.974 2.309
N 1.098 -0.885 1.174
H 0.124 -1.867 3.990
H 0.460 -0.123 4.117
H 1.799 -1.297 4.205
C -0.893 1.203 -3.398
C -1.500 0.887 -4.760
As -1.078 2.360 -6.011
C -1.380 1.409 -7.687
C -0.721 1.851 -8.833
C -0.939 1.236 -10.055
C -1.828 0.173 -10.150
C -2.494 -0.269 -9.018
C -2.270 0.345 -7.791
C 0.857 2.132 -5.890
C 1.596 3.135 -5.269
C 2.956 2.971 -5.035
C 3.588 1.803 -5.434
C 2.861 0.807 -6.073
C 1.502 0.967 -6.297
P -0.770 -0.185 -2.220
C -0.065 -1.508 -3.261
C 1.261 -1.394 -3.674
C 1.819 -2.339 -4.521
C 1.056 -3.403 -4.977
C -0.274 -3.507 -4.597
C -0.835 -2.564 -3.749
C -2.454 -0.715 -1.823
C -3.556 0.075 -2.131
C -4.831 -0.317 -1.746
C -5.011 -1.495 -1.044
C -3.913 -2.277 -0.712
C -2.642 -1.887 -1.092
H -1.402 2.030 -2.895
H 0.149 1.519 -3.513
H -2.582 0.770 -4.705
H -1.078 -0.035 -5.163
H -0.020 2.676 -8.770
H -0.415 1.586 -10.935
H -2.000 -0.308 -11.104
H -3.188 -1.097 -9.084
H -2.796 -0.021 -6.918
H 1.105 4.051 -4.958
H 3.520 3.751 -4.540
H 4.645 1.667 -5.244
H 3.353 -0.106 -6.385
H 0.940 0.175 -6.780
H 1.861 -0.559 -3.346
H 2.855 -2.236 -4.817
H 1.493 -4.145 -5.633
H -0.882 -4.324 -4.965
H -1.878 -2.650 -3.477
H -3.433 1.008 -2.666
H -5.680 0.312 -1.983
H -6.004 -1.795 -0.735
H -4.047 -3.186 -0.140
H -1.789 -2.490 -0.805
*
```

* E_HOMO (spin up / spin down): -8.406 / -8.422 eV
* expectation value of S²: 0.774

Results of the Mulliken charge analysis, in e, for atoms 1 through 8:
1. Co 0.8689
2. O -0.6567
3. C 0.2981
4. O -0.4397
5. C -0.8986
6. P 0.0186
7. C 0.7080
8. C -0.4470

---

| no. | E_tot (eV) |
| --- | --- |
| 1 | -109659.1758 |
| 2 | -183902.1157 |
| 3 | -54327.6379 |
| 4 | -171390.9830 |